# C25H33F3LiN4O6P2Sb

A molecular structure, C25H33F3LiN4O6P2Sb (wB97M-V/def2-TZVPD, the Open Molecules 2025 dataset).

Properties
- orbital gap (eV) = 8.56
- total energy (eV) = -78186.687
- F_max (eV Å⁻¹) = 0.25
- LUMO level (eV) = 0.06
- energy relative to the best compared isomer or geometry (same formula, charge and spin) (kJ/mol) = 0.0

Geometry as ORCA input:
```
! wB97M-V def2-TZVPD RIJCOSX def2/J DEFGRID3
* xyz 0 1
Li 1.991 -0.141 0.462
N 3.315 3.174 -0.269
C 3.080 2.890 1.203
C 3.569 4.047 2.051
P 4.019 1.286 1.465
O 2.970 0.401 2.336
O 5.297 1.562 2.135
O 3.926 0.653 0.087
P 1.279 2.551 1.367
O 0.673 3.948 0.819
O 0.979 2.321 2.802
O 1.001 1.501 0.321
H 4.206 3.649 -0.407
H 2.559 3.733 -0.669
H 3.378 2.225 -0.700
H 4.652 4.151 1.972
H 3.339 3.839 3.095
H 3.074 4.981 1.776
H 2.407 0.917 2.946
H 0.087 4.365 1.464
F -7.408 -2.160 1.638
C -6.165 -1.652 1.503
C -5.089 -2.515 1.530
C -3.816 -1.979 1.394
C -3.616 -0.609 1.219
C -4.732 0.224 1.210
C -6.016 -0.289 1.351
Sb -1.589 0.076 0.969
C -1.674 -0.090 -1.175
C -0.524 -0.392 -1.900
C -0.552 -0.529 -3.282
C -1.756 -0.355 -3.932
F -1.796 -0.484 -5.275
C -2.923 -0.062 -3.255
C -2.871 0.062 -1.874
C -2.107 2.145 1.120
C -2.177 2.693 2.400
C -2.501 4.028 2.596
C -2.754 4.807 1.483
F -3.076 6.106 1.660
C -2.683 4.308 0.198
C -2.351 2.970 0.027
H -5.254 -3.576 1.663
H -2.965 -2.652 1.425
H -4.607 1.296 1.098
H -6.889 0.349 1.346
H 0.426 -0.531 -1.395
H 0.339 -0.765 -3.849
H -3.847 0.056 -3.804
H -3.790 0.271 -1.339
H -1.950 2.085 3.268
H -2.554 4.465 3.584
H -2.877 4.960 -0.643
H -2.269 2.577 -0.978
C 4.494 -2.841 -1.990
N 3.330 -3.634 -1.644
C 3.628 -5.049 -1.467
C 2.369 -3.039 -0.844
N 2.522 -1.896 -0.268
N 1.200 -3.752 -0.708
C 0.243 -3.316 0.288
C 0.584 -4.374 -1.871
H 5.017 -3.335 -2.808
H 5.195 -2.731 -1.154
H 4.191 -1.849 -2.323
H 4.457 -5.186 -0.763
H 3.912 -5.492 -2.423
H 2.763 -5.576 -1.078
H 3.487 -1.579 -0.306
H -0.395 -2.509 -0.088
H 0.760 -2.968 1.178
H -0.394 -4.163 0.550
H 1.316 -4.531 -2.656
H -0.215 -3.735 -2.266
H 0.146 -5.336 -1.596
*
```

Results of the Mulliken charge analysis, in e, for atoms 1 through 2:
1 Li 1.162
2 N -0.172

---

# C25H33N2O

2 unconnected molecules or ions with the total composition C25H33N2O in a non-equilibrium geometry (wB97M-V/def2-TZVPD, the Open Molecules 2025 dataset).

Properties
- orbital gap (eV) = 5.62
- total energy (eV) = -31479.961
- F_max (eV Å⁻¹) = 4.14
- LUMO level (eV) = -5.54
- energy relative to the best compared isomer or geometry (same formula, charge and spin) (kJ/mol) = 120.6

Geometry as ORCA input:
```
! wB97M-V def2-TZVPD RIJCOSX def2/J DEFGRID3
* xyz 1 1
C 2.747 0.469 0.331
C 1.556 -0.283 0.872
C 0.520 0.468 1.488
N -0.476 -0.266 2.002
N -1.415 -0.730 2.475
O 1.447 -1.516 0.784
H 2.689 1.548 0.520
H 3.673 0.098 0.786
H 2.838 0.312 -0.751
H 0.557 1.550 1.640
C -1.172 -3.189 -5.045
C -1.313 -1.721 -4.789
C -0.338 -1.040 -4.062
C -0.442 0.326 -3.795
C 0.693 0.907 -2.996
C -1.560 1.046 -4.271
C -1.729 2.552 -4.022
C -0.636 3.383 -4.711
C -1.842 2.924 -2.522
C -2.896 2.246 -1.748
C -3.056 2.277 -0.359
C -4.143 1.532 0.244
C -5.072 0.704 -0.591
C -4.339 1.562 1.614
C -3.500 2.297 2.460
C -3.752 2.340 3.929
C -2.422 2.991 1.901
C -2.178 3.010 0.538
C -0.987 3.789 0.081
C -2.541 0.361 -5.011
C -3.755 1.075 -5.546
C -2.414 -1.005 -5.261
H -2.024 -3.555 -5.623
H -0.250 -3.409 -5.599
H -1.122 -3.748 -4.102
H 0.534 -1.583 -3.688
H 0.654 1.988 -2.861
H 0.743 0.436 -2.002
H 1.653 0.678 -3.485
H -2.680 2.869 -4.468
H -0.659 3.188 -5.789
H -0.816 4.453 -4.555
H 0.367 3.136 -4.349
H -0.887 2.682 -2.052
H -1.980 4.021 -2.469
H -3.667 1.752 -2.345
H -5.797 0.210 0.066
H -5.636 1.310 -1.311
H -4.538 -0.077 -1.148
H -5.166 0.991 2.046
H -2.995 2.958 4.420
H -4.742 2.761 4.147
H -3.722 1.333 4.362
H -1.752 3.545 2.566
H -0.543 4.309 0.939
H -0.189 3.143 -0.314
H -1.251 4.555 -0.659
H -4.380 0.353 -6.082
H -4.368 1.510 -4.743
H -3.487 1.874 -6.253
H -3.195 -1.510 -5.836
*
```

Results of the Mulliken charge analysis, in e, for atoms 1 through 2:
1 C -1.004
2 C 0.769